37
Properties=species:S:1:pos:R:3:forces:R:3:nbo_charge:R:1 method="wB97M-V/def2-TZVPD" homo_lumo_gap_ev=5.699 energy_ev=-245428.8625 e_lumo_ev=1.4 total_charge=-1
I 5.910849 -1.147194 1.137040 0.44 0.31 0.66 -0.318
B 4.500385 -1.900459 -0.412621 -1.29 -0.91 -1.06 -0.227
C 3.045032 -2.367822 0.178242 0.40 -0.14 1.47 -0.656
C 2.287362 -1.285128 1.024773 -0.78 -0.32 -0.67 -0.395
C 1.763195 -0.058708 0.153555 0.70 -0.61 0.98 -0.418
C 1.807275 1.206790 1.082988 -0.57 -0.11 -0.54 -0.410
C 0.932715 2.439012 0.600711 1.23 0.11 -0.19 -0.415
C 0.150939 2.218830 -0.736107 -0.43 0.95 0.39 -0.415
C -1.219579 1.439243 -0.608298 0.45 -0.06 -1.37 -0.542
S -1.579866 0.777099 1.070876 -0.14 -1.12 -0.12 0.281
C -2.042015 -0.940122 0.801953 0.29 -1.14 0.37 0.321
N -1.905033 -2.006719 1.620519 -0.40 2.57 -2.51 -0.282
N -2.381551 -3.032631 0.870222 -1.13 -2.17 -1.25 -0.276
C -2.814418 -2.676950 -0.320397 1.57 1.34 3.27 0.244
O -2.620057 -1.302874 -0.384629 0.58 -0.24 -0.38 -0.474
H 4.391916 -1.044339 -1.246900 0.13 0.42 -0.13 -0.069
H 5.015621 -2.878990 -0.900184 0.31 -0.03 -0.04 -0.051
H 3.258296 -3.223706 0.887777 -0.33 0.63 -0.60 0.193
H 2.402633 -2.818908 -0.629515 0.39 0.64 0.56 0.192
H 1.382971 -1.776379 1.483785 0.60 0.57 -0.23 0.181
H 2.891704 -0.905592 1.891455 -0.19 -0.41 -0.97 0.205
H 0.739099 -0.352488 -0.183327 0.63 0.54 0.15 0.170
H 2.416019 0.072325 -0.748635 -0.53 -0.09 0.78 0.221
H 2.877381 1.520646 1.163686 -0.83 -0.32 0.03 0.222
H 1.465223 0.891562 2.096857 0.25 0.24 -0.68 0.202
H 1.654144 3.281835 0.407169 -0.74 -0.64 0.13 0.207
H 0.296136 2.792712 1.452022 0.17 -0.27 -0.90 0.199
H -0.111656 3.244936 -1.120060 0.15 -0.90 0.32 0.201
H 0.796149 1.777337 -1.538560 -0.50 0.11 0.98 0.229
H -1.190543 0.606953 -1.359542 -0.25 0.53 0.91 0.245
H -2.061284 2.109359 -0.913849 0.72 -0.60 0.49 0.224
H -3.233362 -3.281208 -1.135898 0.35 0.70 0.56 0.224
C -5.765984 1.736461 -1.259833 0.19 -0.05 -0.06 -0.504
Br -7.465730 0.965874 -0.747211 0.17 0.10 -0.02 0.068
Br -5.520744 3.501064 -0.501339 -0.04 -0.17 -0.05 0.067
Br -4.288690 0.563007 -0.839184 -1.50 0.53 -0.43 0.136
H -5.784521 1.855154 -2.337525 -0.06 0.03 0.15 0.220

***

58
Properties=species:S:1:pos:R:3:forces:R:3:nbo_charge:R:1 method="wB97M-V/def2-TZVPD" homo_lumo_gap_ev=9.426 energy_ev=-46392.9605 e_lumo_ev=0.0 total_charge=0
C 4.846516 -0.418771 -4.152269 -0.51 0.61 0.10 -0.816
S 3.122099 -0.768545 -3.688096 0.53 -0.84 0.10 1.219
O 2.776907 -2.082213 -4.316725 -0.05 0.54 0.37 -0.974
C 3.485601 -1.117789 -1.918207 -0.06 0.09 -0.72 -0.814
H 5.541470 -1.197469 -3.850663 -0.14 -0.13 0.10 0.233
H 5.077258 0.541212 -3.683306 0.23 -0.09 0.01 0.221
H 4.867755 -0.278732 -5.230844 -0.06 -0.11 -0.02 0.244
H 2.564423 -1.445002 -1.441241 -0.04 -0.03 -0.06 0.242
H 3.863409 -0.221881 -1.427419 0.04 0.02 -0.04 0.223
H 4.227142 -1.913897 -1.932430 -0.02 -0.05 0.19 0.233
C -0.613188 -2.238497 -1.269942 -0.16 -0.65 -0.01 -0.236
C 0.011396 -3.230037 -0.514687 0.01 0.05 0.21 -0.167
C -0.372561 -3.445345 0.799950 -0.07 0.29 1.12 -0.216
C -1.359284 -2.667502 1.402375 0.23 0.57 -1.34 -0.220
C -1.917264 -1.634551 0.638829 -0.26 0.33 0.73 -0.213
C -1.540330 -1.388896 -0.673104 0.52 -0.42 0.06 -0.225
H -0.472676 -2.269150 -2.344489 0.41 0.56 0.04 0.219
H 0.848826 -3.784426 -0.918067 -0.24 -0.23 -0.23 0.213
H 0.093927 -4.146471 1.484212 0.31 -0.27 -0.54 0.220
H -1.595804 -2.807809 2.445622 -0.26 -0.07 -0.01 0.211
H -2.655502 -0.981595 1.092965 0.04 0.01 0.04 0.203
H -1.870245 -0.508851 -1.207979 -0.47 -0.17 -0.04 0.210
O 2.675366 -4.021092 4.798386 0.00 -0.16 -0.09 -0.558
C 1.886293 -3.157052 5.031927 0.34 -0.04 -0.13 0.790
O 0.562171 -3.403914 5.146834 -0.52 0.18 -0.27 -0.491
C -0.207727 -2.205259 5.357894 1.31 0.66 0.24 -0.067
C 0.819491 -1.035884 5.376098 -0.18 0.11 1.39 -0.439
C 2.188957 -1.706437 5.329422 -0.42 -0.06 -0.36 -0.528
H -0.672714 -2.270861 6.336255 -0.42 -0.24 -0.16 0.190
H -0.906601 -2.033097 4.547172 -0.27 -0.48 0.05 0.186
H 0.806120 -0.560855 6.360172 -0.51 0.22 -0.17 0.214
H 0.550128 -0.262795 4.662282 0.48 -0.16 -0.37 0.219
H 2.638102 -1.737581 6.322724 0.12 0.20 -0.04 0.240
H 2.903766 -1.263290 4.643044 0.04 -0.22 -0.11 0.246
O -4.891961 4.444769 -0.833366 -0.24 -0.01 -0.35 -0.551
C -4.326105 4.002334 0.113862 0.54 0.58 0.42 0.787
O -4.737838 4.249710 1.383314 -0.14 -0.55 -0.08 -0.492
C -3.824015 3.670166 2.343484 -0.07 1.21 -0.39 -0.070
C -2.975261 2.659557 1.576789 0.01 0.37 0.04 -0.437
C -3.053348 3.167153 0.135740 -0.74 -0.71 -0.01 -0.532
H -4.414885 3.331124 3.190120 0.08 -0.32 -0.10 0.202
H -3.222343 4.527308 2.665435 0.15 -0.28 0.25 0.177
H -3.414346 1.666095 1.638459 0.23 -0.09 0.15 0.214
H -1.959728 2.702350 1.963995 0.00 -0.47 0.04 0.222
H -3.248556 2.357589 -0.568851 0.28 -0.01 -0.05 0.240
H -2.182724 3.713545 -0.216195 -0.09 0.26 0.07 0.240
O -0.428035 3.045573 -6.129986 0.01 -0.09 -0.13 -0.559
C -0.247556 2.330434 -5.188898 0.61 0.61 -0.29 0.784
O -0.973803 1.231175 -4.965855 0.48 -0.86 0.23 -0.474
C -0.657580 0.655302 -3.678398 -2.04 -0.04 1.00 -0.087
C 0.230276 1.616415 -2.927371 1.57 1.54 -0.58 -0.447
C 0.740251 2.533912 -4.066463 0.11 0.63 0.73 -0.526
H -0.331080 -0.383303 -3.675987 0.44 0.16 -0.80 0.204
H -1.656639 0.627332 -3.224011 0.25 -0.18 0.25 0.188
H 1.122140 1.242316 -2.426684 -0.35 -0.70 0.06 0.220
H -0.241112 2.298852 -2.220089 -0.59 -0.53 0.08 0.213
H 1.789110 2.390421 -4.327878 -0.19 -0.54 -0.44 0.237
H 0.731910 3.584205 -3.767861 -0.28 0.00 -0.12 0.237

***

72
Properties=species:S:1:pos:R:3:forces:R:3:mulliken_charge:R:1 method="wB97M-V/def2-TZVPD" homo_lumo_gap_ev=7.150 energy_ev=-55894.6031 e_lumo_ev=-1.8 total_charge=0
C -4.949337 2.597560 2.005099 0.78 -1.02 0.84 -0.728
C -3.907809 3.738484 1.451439 -1.16 0.65 -0.25 -0.600
C -2.907327 3.241948 0.251658 0.21 -0.14 0.01 0.261
F -3.665201 3.337546 -1.041042 1.60 -0.36 2.63 -0.297
C -2.337791 1.712302 0.407372 1.39 -4.77 -0.16 0.293
C -2.138896 0.744385 -0.941153 0.52 -0.60 3.06 -0.426
C -1.600186 -0.829933 -0.851426 -0.08 1.83 3.12 0.127
N -1.453057 -1.707502 -2.109721 7.60 1.80 -0.04 -0.452
C -0.096083 -1.745952 -2.443756 -2.26 -0.89 2.70 0.245
S 1.602340 -2.022385 -2.519084 -5.88 1.01 -0.09 -0.130
C -1.244407 -1.495267 0.603532 -1.04 3.14 0.17 0.414
C -1.422800 -0.529946 1.932116 -0.76 1.42 -1.94 0.177
C -1.941774 1.022394 1.842698 0.19 -1.83 -3.14 -0.656
C -1.105342 -1.118637 3.454412 0.71 2.04 2.51 0.184
O -0.781453 -0.304546 4.464664 -1.97 -5.08 -6.32 -0.559
C -1.279306 -2.775947 3.604464 0.56 -1.20 -4.07 -0.650
C -1.131353 -3.660627 2.381608 -0.58 2.24 2.89 0.519
C -1.349607 -5.291425 2.513131 0.19 1.52 -0.64 -0.969
C -0.748069 -3.039016 0.876964 2.31 -2.39 -2.06 0.568
O -0.046722 -3.805944 0.037823 -4.43 4.74 4.83 -0.515
H -5.028015 1.648855 1.301541 0.16 2.17 1.25 0.198
H -4.479792 2.188139 3.023463 -1.25 0.79 -2.15 0.199
H -6.029332 2.988605 2.242830 2.26 -0.54 -0.58 0.295
H -3.346969 4.244786 2.372199 -0.88 -1.30 -2.18 0.318
H -4.581738 4.607659 0.993572 1.72 -1.81 0.73 0.345
H -1.980278 3.973333 0.143563 -2.07 -1.52 0.11 0.213
H -2.425900 1.256349 -1.974458 0.72 -1.60 2.45 0.134
H -2.068239 1.649402 2.822974 0.38 -1.53 -2.03 0.380
H -1.538121 -3.288618 4.623872 0.70 1.37 -2.04 0.205
H -2.292583 -5.569523 1.869695 1.86 0.49 1.31 0.262
H -1.525776 -5.552744 3.642505 0.49 0.43 -2.34 0.317
H -0.406774 -5.793751 2.032723 -1.88 0.81 1.12 0.256
C -1.657457 0.368525 7.139452 -0.36 0.27 0.05 -0.843
C -1.723727 1.567616 8.047114 -1.48 0.59 0.14 0.754
O -2.771667 2.191835 8.205037 1.29 -0.66 -0.16 -0.581
C -0.458177 1.973324 8.754069 -0.16 0.43 0.26 -1.056
H -2.643997 0.193119 6.697372 0.22 0.07 0.09 0.256
H -0.940887 0.550967 6.334587 -0.04 -0.18 0.36 0.269
H -1.368821 -0.515907 7.712825 0.20 0.04 -0.12 0.355
H 0.311764 2.227308 8.021188 0.06 -0.21 0.09 0.300
H -0.116143 1.160353 9.399477 0.15 0.01 -0.18 0.307
H -0.655579 2.854001 9.374568 0.02 -0.20 -0.14 0.297
C -6.510082 1.713395 -3.029813 0.18 0.24 0.44 -1.051
C -5.647844 0.481971 -2.951067 1.04 -0.18 1.17 0.825
O -4.828528 0.332906 -2.045934 -1.11 0.15 -1.16 -0.488
C -5.826932 -0.559981 -4.022639 0.37 -0.34 0.17 -1.154
H -6.272029 2.377222 -2.191881 0.00 -0.16 -0.18 0.216
H -6.313714 2.245305 -3.964199 -0.21 -0.10 -0.02 0.329
H -7.564470 1.433344 -2.965592 0.03 0.05 -0.23 0.356
H -5.600085 -0.129405 -5.001196 -0.23 -0.03 0.00 0.337
H -6.850937 -0.941391 -4.002584 0.01 0.14 -0.19 0.341
H -5.139300 -1.392232 -3.837977 -0.14 0.20 -0.02 0.285
C 5.837423 -0.171361 -5.224896 0.11 0.20 -0.38 -0.807
C 4.553349 0.014744 -5.988166 0.12 0.51 -1.56 0.570
O 4.553702 0.420529 -7.149246 -0.04 -0.48 1.39 -0.593
C 3.268874 -0.314906 -5.275807 -0.25 0.14 -0.40 -0.888
H 6.682753 0.105119 -5.863990 -0.22 -0.05 0.10 0.231
H 5.841320 0.472513 -4.341734 0.03 -0.31 0.07 0.331
H 5.947553 -1.218683 -4.932880 -0.03 0.15 0.25 0.310
H 3.158307 0.322573 -4.394998 0.04 -0.24 0.09 0.333
H 3.264550 -1.368719 -4.986117 0.03 0.15 0.18 0.207
H 2.423916 -0.132910 -5.948491 0.20 -0.04 0.13 0.308
C 9.615412 -0.012283 -4.174344 -0.41 0.23 -0.19 -0.988
C 8.928322 -0.577931 -2.960256 -1.57 0.24 0.28 0.826
O 7.727843 -0.396639 -2.763406 1.57 -0.23 -0.20 -0.518
C 9.766938 -1.373991 -1.996403 -0.38 -0.12 0.33 -1.119
H 8.887451 0.538197 -4.779743 0.17 -0.13 0.16 0.204
H 10.406406 0.676299 -3.866533 0.10 -0.19 -0.08 0.351
H 10.030374 -0.823296 -4.777960 0.18 0.10 0.09 0.307
H 10.564600 -0.746102 -1.591533 0.10 -0.15 -0.15 0.330
H 10.188607 -2.245770 -2.503015 0.18 0.15 0.03 0.322
H 9.138607 -1.719642 -1.168570 0.12 0.09 -0.21 0.296